1.
Entry from the Open Molecules 2025 dataset: C7H15Cl as an isolated structure in a non-equilibrium geometry (ωB97M-V/def2-TZVPD).

The geometry in XYZ format:
```
23
Properties=species:S:1:pos:R:3:forces:R:3
C 0.603 -1.463 0.142 -0.655 1.174 0.452
C -0.718 -0.209 1.920 0.359 -2.686 1.001
C -1.725 -0.871 -0.330 2.127 1.106 0.071
C -0.215 1.257 -1.848 -0.967 -5.276 1.453
C 1.627 1.551 -0.056 -3.210 -2.668 2.359
C -0.507 -0.441 0.481 -1.770 -6.837 2.646
C 0.132 1.221 -0.407 3.100 9.371 -2.528
Cl -0.819 2.445 0.534 -0.187 -0.657 -0.496
H 0.132 -2.453 0.213 0.051 -0.092 0.059
H 0.875 -1.341 -0.906 0.442 -0.109 -0.025
H 1.466 -1.453 0.813 -0.011 0.153 -0.219
H -1.444 0.480 2.243 -1.015 0.914 -0.087
H -1.028 -1.213 2.502 0.487 1.244 -1.026
H 0.208 0.067 2.390 0.512 0.204 0.356
H -2.383 -0.051 -0.442 -1.227 0.516 -0.146
H -1.398 -1.259 -1.293 -0.286 0.030 -0.071
H -2.087 -1.661 0.273 -1.162 -1.032 0.484
H -1.246 0.970 -2.052 -0.235 0.400 0.246
H 0.049 1.944 -2.533 1.271 3.260 -1.709
H 0.304 0.330 -2.189 -0.042 0.375 -0.304
H 2.028 2.518 -0.179 0.291 1.052 -0.875
H 2.062 0.690 -0.447 2.006 -0.820 -1.288
H 1.681 1.327 1.034 0.121 0.380 -0.352
```
Positions in Å, forces in eV/Å.

**Multiplicity**: 3
**Frontier orbital gap (spin up / spin down)**: 0.178 / 0.303 Eh
**E_LUMO (spin up / spin down)**: 0.78 / -2.32 eV

Atom charges from the Mulliken analysis, given in e for atoms 1 to 6: C -1.67; C -1.72; C -2.02; C -1.32; C -1.27; C 1.55

2.
Entry from the Open Molecules 2025 dataset: C8H13Cl2N3O3RuYb as an isolated structure in a non-equilibrium geometry (ωB97M-V/def2-TZVPD).

The geometry in XYZ format:
```
31
Properties=species:S:1:pos:R:3:forces:R:3
Yb -3.965 1.669 -0.606 -2.034 0.171 -1.377
Ru -1.067 1.149 0.092 -1.909 -1.681 -3.979
Cl -3.356 -0.103 -2.164 0.149 0.896 1.136
Cl -2.154 3.339 0.012 -0.272 -0.609 -0.425
C -0.437 1.738 1.712 3.755 3.626 10.473
C -6.345 2.539 -1.617 -3.313 0.418 -2.552
C -5.481 3.446 0.400 -3.119 3.916 2.725
O -0.126 2.164 2.754 -1.428 -1.919 -4.763
O -7.339 2.905 -2.043 3.314 -1.169 1.497
O -6.251 4.233 0.745 3.330 -3.313 -1.459
C 0.855 -2.993 1.377 0.049 -0.540 0.777
N 1.618 -2.155 0.471 -0.041 -1.069 0.455
C 2.923 -2.642 0.095 0.260 -0.821 -0.311
C 1.042 -1.031 -0.020 -0.810 1.605 -0.587
N -0.274 -0.779 0.027 -0.739 -0.854 0.642
N 1.802 -0.030 -0.507 -0.903 -0.062 0.705
C 3.204 0.164 -0.243 1.308 0.715 -0.240
C 1.097 1.109 -1.074 -0.173 0.308 -0.882
H 1.529 -3.772 1.752 -0.302 0.173 -0.054
H 0.013 -3.502 0.873 0.160 0.160 -0.102
H 0.465 -2.421 2.238 0.058 0.031 -0.411
H 3.101 -2.547 -0.974 -0.035 0.210 -0.173
H 3.713 -2.116 0.629 0.173 0.057 0.261
H 2.985 -3.696 0.371 0.004 0.139 -0.020
H -0.926 -1.559 0.164 0.585 -0.060 -0.056
H 3.813 -0.394 -0.957 0.090 0.046 0.034
H 3.420 1.222 -0.390 0.062 -0.056 -0.087
H 3.496 -0.067 0.787 -0.224 -0.154 -0.118
H 1.460 1.286 -2.091 0.360 0.327 0.078
H 0.039 0.798 -1.340 1.062 0.040 -0.784
H 1.147 2.045 -0.473 0.584 -0.531 -0.403
```
Positions in Å, forces in eV/Å.

**Multiplicity**: 7
**Frontier orbital gap (spin up / spin down)**: 0.277 / 0.233 Eh
**E_LUMO (spin up / spin down)**: -14.71 / -17.52 eV
**Net charge**: +4

Atom charges from the Mulliken analysis, given in e for atoms 1 to 6: Yb 1.51; Ru 0.28; Cl -0.29; Cl -0.24; C 0.35; C 0.03

3.
Entry from the Open Molecules 2025 dataset: CH13LiO6 as an isolated structure in a non-equilibrium geometry (ωB97M-V/def2-TZVPD).

The geometry in XYZ format:
```
21
Properties=species:S:1:pos:R:3:forces:R:3
Li 0.279 0.064 0.411 3.232 0.333 0.381
C -1.525 -0.297 -0.272 1.852 2.926 0.337
O -0.496 0.397 -0.983 -1.925 0.212 -2.114
H -1.401 -1.291 -0.504 -1.556 -2.661 -1.032
H -2.517 0.246 -0.277 0.836 -1.186 0.259
H -0.970 -0.349 0.675 -3.859 -0.632 1.550
O 1.933 1.065 0.727 -2.544 -0.293 0.865
H 2.358 0.538 1.369 1.180 -0.785 0.933
H 2.585 1.436 0.196 1.674 1.035 -1.614
O 0.868 -1.891 -0.318 -1.418 0.107 3.427
H 1.717 -2.250 -0.323 2.044 -0.976 -0.081
H 0.697 -1.614 -1.183 0.265 0.140 -2.187
O 0.066 -0.527 2.481 2.785 -0.504 -0.224
H 0.910 -0.081 2.727 -0.916 -0.625 0.105
H -0.574 0.095 2.735 -1.670 1.328 0.721
O 0.646 -1.172 -2.740 -2.321 0.927 -1.054
H 0.321 -0.873 -3.651 0.596 -0.631 2.199
H -0.085 -0.797 -2.038 1.477 1.085 -2.347
O -1.409 2.834 0.270 1.265 -0.987 -1.968
H -2.012 2.527 0.884 -2.318 0.124 2.816
H -1.400 1.950 -0.183 1.320 1.065 -0.972
```
Positions in Å, forces in eV/Å.

**Frontier orbital gap**: 0.303 Eh
**E_LUMO**: -0.39 eV

Atom charges from the Mulliken analysis, given in e for atoms 1 to 6: Li 1.04; C -1.06; O -1.03; H 0.54; H 0.24; H 0.41

4.
Entry from the Open Molecules 2025 dataset: a 2-piece molecular cluster, C5H15N2 overall in a non-equilibrium geometry (ωB97M-V/def2-TZVPD).

The geometry in XYZ format:
```
22
Properties=species:S:1:pos:R:3:forces:R:3
C 2.649 -0.230 -0.180 -0.131 3.783 -1.435
N 2.357 0.959 0.687 -1.893 -2.111 -0.853
C -2.032 0.963 1.207 -0.085 -1.698 0.220
C -3.132 -0.089 1.172 -1.529 -1.867 1.797
C 1.414 -1.119 -0.211 -2.113 0.951 1.971
N 0.219 -0.395 -0.592 2.213 -0.587 -2.365
C 0.133 -0.272 -2.028 0.752 -2.394 -0.653
H 3.498 -0.817 0.019 1.011 -0.646 1.444
H 2.941 0.149 -1.196 -1.034 -0.519 0.154
H -1.499 0.731 0.259 -0.271 1.495 0.638
H -2.523 1.946 1.354 1.050 -0.434 -0.235
H -1.350 0.623 2.035 -0.431 1.021 -0.642
H -3.991 0.163 0.545 -0.004 0.344 0.311
H -2.848 -1.071 0.776 0.632 0.158 -0.224
H -3.508 -0.449 2.220 0.406 1.232 -1.708
H 1.613 -2.040 -0.664 0.192 -1.151 -1.852
H 1.290 -1.357 0.831 -0.257 0.003 0.719
H 3.021 1.691 0.609 0.742 0.623 0.034
H 1.370 1.294 0.514 1.555 -0.258 0.409
H -0.868 -0.595 -2.477 0.743 0.902 0.989
H 0.321 0.785 -2.270 -0.553 0.383 0.244
H 0.926 -0.870 -2.608 -0.993 0.769 1.035
```
Positions in Å, forces in eV/Å.

**Frontier orbital gap**: 0.201 Eh
**E_LUMO**: -8.76 eV
**Net charge**: +1

Atom charges from the Mulliken analysis, given in e for atoms 1 to 6: C -0.34; N -0.50; C -0.23; C -1.02; C -0.60; N 0.09

5.
Entry from the Open Molecules 2025 dataset: a single C4H3N molecule in a non-equilibrium geometry (ωB97M-V/def2-TZVPD).

The geometry in XYZ format:
```
8
Properties=species:S:1:pos:R:3:forces:R:3
C 1.365 -0.953 0.491 0.738 0.136 0.711
C 0.630 -1.044 -0.584 -0.370 -2.067 -1.830
C -0.823 0.841 -0.024 -1.311 1.965 0.307
C -0.229 1.193 1.165 -0.533 0.147 -1.292
N -0.314 -0.095 -0.786 -0.809 0.242 -1.726
H 0.345 0.437 1.651 0.599 -0.660 1.183
H 0.687 -1.869 -1.416 0.190 1.543 1.782
H -1.662 1.491 -0.499 1.497 -1.306 0.865
```
Positions in Å, forces in eV/Å.

**Frontier orbital gap (spin up / spin down)**: 0.267 / 0.273 Eh
**E_LUMO (spin up / spin down)**: -1.80 / -1.97 eV

Atom charges from the Mulliken analysis, given in e for atoms 1 to 6: C -0.34; C 0.12; C 0.08; C -0.45; N -0.37; H 0.35

6.
Entry from the Open Molecules 2025 dataset: a 3-piece molecular cluster, C2H4O2S2 overall in a non-equilibrium geometry (ωB97M-V/def2-TZVPD).

The geometry in XYZ format:
```
10
Properties=species:S:1:pos:R:3:forces:R:3
C -2.175 0.036 1.527 -0.494 0.203 0.018
C -0.992 -0.286 1.890 0.315 0.801 3.037
O 2.590 0.724 -2.233 -1.053 -0.176 2.229
O 2.481 0.037 0.172 0.243 -0.375 0.169
S -0.741 -0.653 -1.497 -0.467 -0.213 0.341
S 1.927 0.765 -0.920 0.974 0.705 -2.258
H -1.482 0.007 -0.521 0.521 0.010 -1.422
H -0.484 -0.795 1.128 1.081 -0.884 -0.944
H -0.501 -0.122 2.907 -0.763 -0.212 -1.595
H -0.622 0.288 -2.454 -0.356 0.141 0.426
```
Positions in Å, forces in eV/Å.

**Frontier orbital gap**: 0.338 Eh
**E_LUMO**: -1.06 eV

Atom charges from the Mulliken analysis, given in e for atoms 1 to 6: C -0.19; C -0.27; O -0.41; O -0.37; S -0.38; S 0.75

7.
Entry from the Open Molecules 2025 dataset: an isolated ion of composition C4H10NO and charge -1 in a non-equilibrium geometry (ωB97M-V/def2-TZVPD).

The geometry in XYZ format:
```
16
Properties=species:S:1:pos:R:3:forces:R:3
C -1.452 1.559 -0.438 0.322 -0.893 -0.553
N -0.206 0.890 -0.783 0.672 -0.598 0.368
C -0.234 -0.614 -0.880 -0.360 1.266 1.199
C 0.269 -1.236 0.471 0.415 -0.584 -2.291
C 1.614 -0.495 0.868 -0.865 -1.797 1.821
O 1.377 0.701 1.435 0.253 0.358 -0.368
H -2.250 1.202 -1.126 0.304 0.664 0.089
H -1.833 1.364 0.563 0.004 -0.113 0.535
H -1.227 2.626 -0.510 -0.572 0.071 -0.173
H 0.486 1.074 0.014 -0.623 0.094 -0.624
H -1.259 -0.906 -1.153 0.101 -0.214 -0.032
H 0.440 -0.869 -1.703 -0.001 -0.301 0.116
H 0.394 -2.366 0.337 0.127 1.171 0.044
H -0.466 -1.124 1.261 -0.024 0.360 0.233
H 2.359 -0.529 0.040 -0.298 0.053 -0.283
H 1.989 -1.277 1.605 0.545 0.463 -0.082
```
Positions in Å, forces in eV/Å.

**Frontier orbital gap**: 0.254 Eh
**E_LUMO**: 4.43 eV
**SMILES**: CNCCC[O-]
**Net charge**: -1

Atom charges from the Mulliken analysis, given in e for atoms 1 to 6: C -0.85; N -0.50; C -0.67; C -0.59; C -0.43; O -0.91

8.
Entry from the Open Molecules 2025 dataset: a 5-piece molecular cluster, CH14NO4 overall in a non-equilibrium geometry (ωB97M-V/def2-TZVPD).

The geometry in XYZ format:
```
20
Properties=species:S:1:pos:R:3:forces:R:3
C 1.326 -0.608 -0.586 -0.162 -1.276 1.186
N 0.095 0.259 -0.633 -0.065 -2.080 0.114
H 2.167 -0.353 -1.217 -0.345 0.525 -0.217
H 1.624 -0.634 0.460 0.384 0.430 -0.126
H 1.040 -1.645 -0.757 -0.103 0.152 -0.542
H -0.733 -0.330 -0.880 0.394 0.370 -0.683
H 0.186 0.981 -1.338 -0.196 0.604 0.378
H -0.111 0.472 0.351 0.465 1.461 -0.142
H -0.275 0.432 -4.858 -0.187 0.047 0.530
H -1.188 0.628 -3.607 -0.479 0.248 -0.312
O -0.331 0.323 -3.894 0.592 -0.226 -0.028
H 0.538 -1.249 4.075 0.043 0.655 -0.337
H 0.873 -0.550 5.328 0.042 0.918 -1.023
O 0.748 -0.340 4.366 -0.036 -1.647 1.406
H 1.022 0.818 2.944 -0.280 0.339 -0.066
H 0.681 2.160 2.172 0.100 -0.025 0.344
O 0.761 1.207 2.088 -0.041 -0.378 -0.542
H -2.936 -1.073 -0.842 -0.341 -0.094 0.154
H -2.627 -1.169 -2.334 -0.136 -0.345 -0.569
O -2.303 -0.816 -1.512 0.352 0.323 0.476
```
Positions in Å, forces in eV/Å.

**Frontier orbital gap**: 0.439 Eh
**E_LUMO**: -2.92 eV
**Net charge**: +1

Atom charges from the Mulliken analysis, given in e for atoms 1 to 6: C -0.74; N -0.15; H 0.33; H 0.29; H 0.30; H 0.34